A structure of composition C62H160Cl4CrN11O19 at a distorted geometry, computed with the ωB97M-V functional and the def2-TZVPD basis.

Results
Lowest unoccupied orbital energy (spin up / spin down) = -0.00839 / 0.00982 hartree
Highest occupied orbital energy (spin up / spin down) = -7.92 / -7.92 eV
Net charge = 0
DFT total energy = -200661.641 eV
Spin multiplicity = 4
Orbital gap (spin up / spin down) = 7.689 / 8.184 eV

The geometry in XYZ format:
```
257
Properties=species:S:1:pos:R:3:forces:R:3:mulliken_spin:R:1
C -30.6047 3.3140 17.1653 0.2 1.1 0.4 0.000
C -29.6609 3.4832 15.9982 0.5 -1.4 0.2 0.000
C -29.2307 2.0490 15.5009 -2.4 0.3 0.6 0.000
O -28.7751 2.0785 14.1939 1.0 -0.4 0.5 0.000
C -27.4344 2.5781 14.1754 0.1 0.5 -1.2 0.000
N -30.2792 4.2998 14.9364 -0.2 -0.9 -1.3 -0.001
H -30.3415 5.2711 15.2442 -0.8 0.4 0.3 0.000
H -29.7723 4.4122 14.0197 0.2 -0.3 0.7 -0.001
H -31.1570 3.8650 14.6266 -0.1 0.7 0.4 0.000
H -30.1575 2.7573 17.9700 0.6 -0.3 0.2 0.000
H -31.4646 2.7341 16.8838 -0.7 0.1 -0.2 0.000
H -30.8487 4.2958 17.6090 -0.3 -0.4 -0.3 0.000
H -28.8029 4.0627 16.2869 0.5 0.1 0.3 0.000
H -30.1397 1.3525 15.5220 1.0 1.0 -0.1 0.000
H -28.5558 1.6657 16.2869 0.2 0.0 -0.6 0.000
H -27.4574 3.6679 14.4129 0.4 -0.6 -0.3 0.001
H -27.0754 2.3891 13.1427 -0.1 0.4 0.6 0.000
H -26.7633 2.0606 14.8704 -0.3 0.0 0.0 0.000
C -24.4286 11.0602 16.6130 0.1 1.0 -0.1 -0.002
C -24.5054 9.8355 17.5153 -0.5 -0.6 1.0 0.004
C -25.8897 9.6699 18.2602 2.1 -0.5 -1.1 -0.003
O -25.8070 8.4147 18.9315 -0.7 0.6 -0.2 0.000
C -26.9030 8.2000 19.8315 3.1 -0.6 2.4 0.000
N -24.3805 8.5283 16.7458 -1.2 0.9 0.3 -0.007
H -23.4268 8.3145 16.4882 0.7 -0.4 0.0 -0.002
H -24.7958 7.8268 17.3840 0.5 -0.1 -0.4 0.002
H -24.9961 8.5797 15.8804 0.1 0.0 0.1 0.016
H -24.5758 11.9839 17.2561 0.3 -1.0 -0.7 0.000
H -25.2568 11.0745 15.8514 1.0 -0.1 0.7 0.000
H -23.4144 11.1577 16.1040 -1.3 -0.2 0.6 0.001
H -23.7152 9.8208 18.3093 -0.5 0.0 -0.8 0.000
H -26.6374 9.6811 17.4768 -0.6 0.0 0.2 0.003
H -26.0006 10.4582 18.9696 -0.3 0.8 0.5 0.000
H -27.8454 8.3303 19.4127 -1.6 0.3 -0.9 0.000
H -26.7289 8.7985 20.7782 -0.5 0.0 -1.2 0.000
H -26.7356 7.1808 20.2071 -0.5 0.1 -0.4 0.000
Cr -27.1973 8.1262 13.5357 -0.4 0.5 -0.8 3.061
Cl -28.9058 10.8005 14.2111 -0.3 0.0 0.6 0.007
O -28.8368 11.5346 12.9908 0.4 0.3 0.2 0.002
O -30.1754 10.9190 14.8033 -0.5 0.3 0.4 -0.004
O -28.7703 9.3590 13.8748 0.8 -0.7 -0.4 -0.012
O -27.8567 11.1354 15.1612 -0.2 0.1 -0.8 0.003
Cl -29.7949 6.6438 12.2925 0.2 2.1 0.3 0.001
O -29.5921 5.2634 12.5752 -0.1 -1.4 -0.2 0.001
O -30.4309 6.8843 11.0681 0.1 -0.6 -1.5 -0.002
O -30.5395 7.3000 13.2980 0.0 -0.3 1.1 0.004
O -28.4194 7.2205 12.2180 -0.1 -0.2 -0.4 -0.024
Cl -24.4831 6.2667 13.9452 -0.9 -1.9 -2.5 -0.011
O -24.0047 5.0920 13.2555 -0.8 0.8 0.0 -0.004
O -24.7787 5.9127 15.2762 -0.4 0.5 1.5 0.002
O -23.5246 7.2948 13.7995 0.4 1.3 0.5 0.017
O -25.7776 6.7062 13.2504 1.0 -0.6 0.6 0.015
Cl -28.7300 7.1479 16.3211 2.1 1.2 -0.4 0.010
O -30.1167 6.9166 16.1189 -0.7 -0.3 0.2 -0.001
O -28.0288 6.9330 15.0278 -0.1 -0.3 -0.5 -0.029
O -28.4433 8.4775 16.7512 -0.6 0.1 0.0 0.004
O -28.1381 6.2181 17.2167 -0.3 -0.8 0.6 -0.003
O -26.0920 9.0386 14.6602 0.4 -0.1 0.8 -0.054
H -26.6933 9.5836 15.1850 -0.1 0.4 0.1 -0.002
C -17.7205 3.9416 15.4931 -0.9 -0.1 0.6 0.000
C -18.7873 2.8448 15.2886 0.7 -0.3 0.2 0.000
N -19.0999 2.5668 13.9089 0.3 0.5 -0.4 0.000
C -19.6429 1.2845 13.5304 -0.1 -1.8 0.4 0.002
C -18.6812 0.0919 13.8319 0.0 -0.9 0.7 0.000
C -19.7890 3.6758 13.3164 0.0 1.6 -0.5 -0.001
C -21.1553 3.9541 13.9213 0.1 0.2 -1.5 -0.001
H -18.0183 4.9597 15.2586 -0.2 0.0 -0.6 0.000
H -16.7930 3.6944 14.9931 0.2 0.0 0.1 0.000
H -17.6370 4.0128 16.5794 0.7 -0.2 0.1 0.000
H -18.2943 1.9265 15.6511 -0.6 0.3 0.4 0.001
H -19.6787 3.1416 15.8977 0.4 -0.6 -0.2 0.000
H -20.6334 0.9766 13.9622 0.5 0.6 0.3 -0.002
H -19.8758 1.2719 12.4659 0.3 0.3 -0.2 0.000
H -18.9655 -0.8852 13.3654 -0.3 1.0 0.0 0.000
H -17.6318 0.2398 13.5026 -0.6 0.3 0.3 0.000
H -18.6989 -0.1836 14.9269 0.3 0.6 -0.9 0.000
H -19.9025 3.5151 12.2433 0.0 -0.2 0.0 0.000
H -19.1874 4.6307 13.3789 -0.3 -1.0 0.1 0.000
H -21.6591 4.7779 13.4227 0.0 0.0 -0.2 0.000
H -21.1020 4.1979 14.9378 0.1 0.4 1.6 0.000
H -21.7755 3.0905 13.8185 -0.7 -0.6 -0.1 0.002
C -22.6400 6.0961 18.7847 -1.2 0.5 0.0 0.000
C -22.0310 6.0977 17.4243 1.7 -0.6 -1.2 0.002
N -21.3865 7.3534 16.9701 -2.4 -0.1 0.8 0.002
C -20.6862 7.1800 15.7666 1.1 -1.2 -1.2 0.001
C -20.3580 8.4516 15.0561 -1.1 1.3 0.3 -0.001
C -20.7343 8.1562 17.9583 -1.0 2.0 0.1 -0.001
C -19.3514 7.7709 18.3469 0.2 0.7 1.9 0.000
H -21.8655 6.1453 19.5268 0.2 -0.3 0.6 0.000
H -23.2500 5.1987 18.8382 0.3 -0.3 0.4 0.000
H -23.3648 6.8930 19.0154 0.3 0.1 -0.3 0.000
H -21.2454 5.2571 17.4602 -0.7 0.8 -0.2 -0.001
H -22.7349 5.7924 16.6243 0.2 0.2 0.5 -0.001
H -19.7788 6.5611 15.9395 0.1 0.2 -0.2 0.000
H -21.2519 6.5777 15.0653 -0.5 -0.2 0.1 -0.001
H -19.9783 8.2704 14.0746 0.2 -0.2 -0.7 0.000
H -21.2976 9.0811 14.9680 1.0 -0.6 0.0 0.001
H -19.6199 9.0317 15.5840 0.3 0.4 0.2 0.000
H -21.4110 8.2484 18.8118 0.2 -0.4 0.2 0.000
H -20.7163 9.2484 17.6705 0.0 -1.0 -0.5 0.000
H -18.7543 7.4664 17.5169 0.5 -0.3 -0.4 0.000
H -19.3750 7.0436 19.1627 0.3 -0.4 -0.4 0.000
H -18.9189 8.6779 18.8043 0.2 -0.4 -0.2 0.000
C -21.1296 5.6372 8.2203 2.3 2.2 -0.3 0.001
C -21.0993 6.1567 9.6675 -0.6 -0.9 0.2 0.000
N -20.8426 7.5583 9.8961 -0.3 -0.4 0.1 0.000
C -19.5488 8.0473 9.4373 -0.5 -0.4 0.1 0.000
C -18.3039 7.9053 10.3789 0.2 -1.0 -3.0 0.000
C -21.2914 7.9526 11.2374 0.9 0.6 -1.0 0.002
C -21.2036 9.4728 11.3147 -0.7 0.8 0.6 0.000
H -20.1242 5.4459 7.7387 -0.9 0.0 0.8 0.000
H -21.5710 6.3742 7.5825 -0.3 0.9 -0.4 0.000
H -21.7494 4.8295 8.0569 -1.1 -2.2 0.2 -0.001
H -22.1065 6.0689 10.1043 0.1 -0.6 -0.3 0.001
H -20.4508 5.4816 10.2501 0.1 0.1 0.2 0.000
H -19.5109 7.5696 8.4302 1.0 0.3 0.7 0.000
H -19.6997 9.0890 9.2279 0.2 0.7 -0.1 0.000
H -17.9851 6.8732 10.4657 0.0 -0.4 -0.1 0.000
H -17.4624 8.4455 9.9178 -0.2 -0.1 0.2 0.000
H -18.4137 8.2463 11.3524 -0.6 0.9 1.8 0.000
H -20.5924 7.6168 12.0017 0.1 -0.6 0.4 0.000
H -22.2681 7.4712 11.4429 0.4 0.7 -0.1 0.000
H -20.1228 9.8124 11.2933 -1.4 -0.3 0.1 0.000
H -21.6823 9.7959 12.2755 0.6 0.0 -0.7 0.000
H -21.7752 9.9677 10.4868 0.6 -0.4 0.6 0.000
C -21.4838 -3.0665 12.5131 0.0 -0.6 -0.3 0.000
C -22.1322 -1.7538 12.1269 0.6 0.4 1.8 0.001
N -23.1221 -1.4412 13.1214 -0.9 0.4 0.8 0.000
C -24.1883 -0.4974 12.7414 -0.3 -0.4 1.2 0.001
C -25.3595 -1.3017 12.2029 -0.8 -0.2 -1.7 0.001
C -22.6181 -1.1588 14.4529 0.6 1.3 0.3 0.003
C -23.4128 -1.8007 15.5610 -0.6 0.9 1.2 0.001
H -21.4179 -3.2696 13.5872 0.1 0.4 -0.2 0.000
H -20.4908 -3.1014 12.0808 0.2 -0.4 -0.1 0.000
H -22.1127 -3.8680 12.1137 0.3 -0.1 0.0 0.000
H -21.3676 -0.9370 12.1284 -0.3 -0.3 -0.8 0.000
H -22.6510 -1.9371 11.2081 0.0 0.6 -0.9 0.000
H -24.4849 0.0714 13.6801 0.3 -0.5 -1.2 0.000
H -23.8505 0.2250 11.9833 0.0 0.0 0.2 -0.002
H -25.0193 -1.8628 11.2960 -0.2 0.4 0.6 0.000
H -25.8149 -2.0532 12.8416 0.5 0.0 0.6 0.000
H -26.2295 -0.7083 11.8557 0.6 0.2 0.1 0.000
H -22.5760 -0.0515 14.6189 -0.2 -0.4 -0.1 -0.002
H -21.5646 -1.4199 14.6245 -0.2 -0.4 -0.6 0.000
H -23.3855 -2.8698 15.4419 -0.3 -0.5 0.0 0.000
H -24.4728 -1.4226 15.6519 1.0 -0.5 -0.4 0.000
H -22.9354 -1.5497 16.5381 -0.3 -0.2 -0.6 0.000
C -22.0962 2.1454 10.5645 1.1 0.3 -1.2 -0.002
C -20.7981 2.3045 9.6918 -1.3 -0.7 1.7 0.000
N -20.0653 1.0550 9.6672 1.1 0.1 -0.9 0.001
C -20.7292 0.0655 8.8987 -2.6 -1.8 -1.2 -0.003
C -20.8056 0.3228 7.3591 0.4 -1.4 1.6 0.000
C -18.6536 1.1132 9.2359 0.3 1.1 -0.8 0.000
C -17.7881 1.5463 10.3598 1.8 0.7 2.2 0.000
H -22.7359 1.3489 10.2004 -0.1 0.0 0.0 0.002
H -22.6243 3.0770 10.4413 -0.4 0.3 0.5 -0.002
H -21.8595 1.9403 11.5913 0.2 0.0 0.6 -0.001
H -21.1082 2.7422 8.7504 0.2 -0.2 -0.7 -0.001
H -20.1899 3.0241 10.1984 0.5 0.6 0.2 0.002
H -20.3434 -0.9756 9.0094 0.2 0.8 0.5 0.000
H -21.8139 -0.0064 9.2526 1.4 0.0 -0.4 0.002
H -21.3971 1.1708 7.2131 -0.7 1.5 -0.8 0.000
H -19.8332 0.3617 6.9275 0.9 0.7 -0.3 0.000
H -21.2393 -0.5248 6.8629 -0.7 -0.4 -0.1 0.000
H -18.3460 1.8073 8.3577 -1.2 -1.0 0.9 0.000
H -18.4084 0.1060 8.9189 0.2 -0.2 0.0 0.000
H -18.0876 1.1161 11.3444 0.1 0.2 -0.8 0.000
H -17.7281 2.6444 10.5102 -0.6 -0.4 -0.1 0.000
H -16.6985 1.3256 10.2535 -0.8 -0.3 -0.3 0.000
C -28.0356 3.1330 9.0099 -0.1 -0.9 -1.4 0.000
C -26.5912 3.4027 9.2524 0.4 0.9 -0.8 0.000
N -25.8057 2.3314 8.6290 1.0 0.7 1.5 0.000
C -25.7606 1.1681 9.4886 0.6 0.5 1.1 0.001
C -25.2055 -0.0252 8.7811 0.4 -1.9 -1.6 0.000
C -24.4447 2.8406 8.3864 -0.8 -0.2 -1.0 0.000
C -24.5118 3.3717 6.9947 1.3 1.4 -0.6 0.001
H -28.3061 2.1838 9.4824 -0.5 0.3 -0.1 0.000
H -28.1199 3.0142 7.8954 -0.2 -0.1 1.0 0.000
H -28.6619 3.9541 9.2767 -0.6 0.4 0.6 0.000
H -26.3807 4.3372 8.6969 0.2 -0.3 0.3 0.000
H -26.3311 3.6194 10.3070 0.0 -0.4 -0.1 0.000
H -25.1789 1.3556 10.4591 -0.5 -0.1 -1.0 -0.001
H -26.7775 1.0192 9.7957 -0.5 -0.6 0.2 0.000
H -25.4732 -0.0792 7.7054 -0.4 0.5 0.5 0.000
H -24.0958 -0.0677 8.6590 -0.6 -0.1 0.9 0.000
H -25.6209 -0.9964 9.1479 0.7 0.8 0.2 0.000
H -23.7401 2.0124 8.3979 0.1 0.1 0.3 0.001
H -24.1335 3.6412 9.0766 -0.1 -0.4 0.1 -0.001
H -23.6173 3.9324 6.7177 0.3 -0.1 -0.1 0.000
H -25.2897 4.0823 6.8408 -0.9 0.7 0.3 0.000
H -24.7059 2.6488 6.2439 0.1 -1.1 -0.5 0.000
C -24.6717 10.7562 12.7994 1.2 0.3 0.9 0.005
C -25.9531 10.7011 12.0795 -1.2 0.1 -0.5 0.031
N -26.4474 9.3538 11.6769 -0.3 -0.7 0.9 -0.073
C -27.5756 9.5357 10.6866 0.9 -0.5 -0.2 0.028
C -27.4367 10.6158 9.5978 -2.0 -1.4 0.1 -0.001
C -25.3030 8.5407 11.0801 -1.1 0.0 -1.3 -0.008
C -25.6930 7.2811 10.2445 -0.7 0.4 0.7 0.018
H -23.8695 11.0550 12.1286 0.3 -0.2 0.1 0.001
H -24.4527 9.8225 13.3032 0.3 0.0 0.0 0.000
H -24.7383 11.5197 13.5773 0.1 0.0 0.0 -0.003
H -26.7204 11.2879 12.6024 0.0 -0.8 -0.2 -0.007
H -25.8366 11.2099 11.1480 0.2 0.6 -0.7 -0.002
H -27.6056 8.5426 10.2589 -0.8 0.3 -0.3 0.003
H -28.5028 9.7248 11.1802 -0.4 0.0 0.8 -0.005
H -28.3934 10.5010 8.9980 1.3 -0.2 0.2 0.000
H -27.5912 11.5960 10.0046 0.7 0.7 0.2 0.000
H -26.5589 10.4311 9.0057 0.3 0.4 -0.4 0.000
H -24.5996 8.3298 11.8634 0.2 -0.2 0.2 0.012
H -24.8081 9.1412 10.3324 0.3 0.8 -0.1 -0.001
H -24.8316 7.0044 9.6470 0.4 -0.3 0.2 0.001
H -26.4513 7.5280 9.4782 0.4 -0.2 0.5 -0.004
H -26.0483 6.4471 10.8748 0.2 0.3 -0.4 0.008
C -24.3105 2.3779 15.8722 0.0 -0.6 0.0 0.000
C -22.9979 2.4965 16.5921 0.5 -1.0 0.7 -0.002
N -22.9082 1.7497 17.8594 -0.8 0.1 -0.2 0.000
C -21.5454 1.5878 18.3998 -0.9 0.6 0.0 0.000
C -20.7366 0.4946 17.7736 -0.9 0.3 0.2 0.001
C -23.8092 2.3178 18.8552 -0.5 0.2 0.9 0.000
C -24.5643 1.2326 19.6749 1.0 -0.6 -2.2 0.000
H -24.4090 1.3374 15.5209 -0.2 0.4 0.0 0.000
H -24.2576 3.0901 15.0422 -0.4 -0.2 0.0 0.000
H -25.1377 2.6068 16.5478 -0.1 0.1 -0.3 0.000
H -22.2686 1.9977 15.9694 0.6 0.5 -0.4 0.001
H -22.8065 3.5598 16.7131 0.6 0.3 0.1 -0.001
H -20.9909 2.5165 18.2798 0.1 0.6 0.2 0.000
H -21.6834 1.4004 19.4642 0.2 0.0 0.1 0.000
H -21.1773 -0.4408 18.0303 -0.4 -0.9 -0.2 0.000
H -20.7132 0.6667 16.7191 0.2 -0.3 -0.8 -0.001
H -19.7595 0.5005 18.1819 1.2 0.1 0.2 0.000
H -24.5492 3.0029 18.3685 0.7 -0.5 0.5 0.000
H -23.2178 2.8987 19.5700 0.0 0.4 0.0 0.000
H -23.8552 0.3974 19.8217 -0.3 0.3 0.3 0.000
H -25.3106 0.8531 18.9703 -0.2 -0.2 0.4 0.000
H -25.0152 1.5242 20.5965 -0.2 0.5 0.6 0.000
C -26.6979 7.2377 6.3350 -1.8 -0.6 -0.5 0.000
C -25.2691 7.4612 6.5450 1.5 1.6 0.2 0.000
N -24.9650 8.7976 7.1709 0.4 -0.7 -0.8 0.000
C -25.2031 9.8923 6.2020 -1.1 -0.9 -0.3 0.000
C -24.7749 11.1986 6.8119 1.0 1.3 -0.3 0.000
C -23.5515 8.8122 7.5989 1.0 -1.4 -0.1 0.000
C -22.5329 8.9239 6.4141 -0.2 0.4 0.8 0.000
H -26.9047 6.2233 6.0192 0.3 -0.5 -0.3 0.000
H -27.1425 7.8498 5.5647 0.0 0.4 -0.2 0.000
H -27.3188 7.3151 7.2118 0.0 0.5 0.6 0.000
H -24.8956 6.7508 7.2680 0.3 -0.5 0.0 0.000
H -24.7297 7.3688 5.5603 -0.2 -0.1 0.8 0.000
H -24.8570 9.6163 5.1438 0.2 0.6 1.3 0.000
H -26.2955 10.0015 6.0513 0.3 -0.3 0.2 0.000
H -25.4087 11.4430 7.6565 -0.1 -0.2 0.2 0.000
H -23.7176 11.2598 7.1789 -0.9 -0.1 -0.6 0.000
H -24.9383 12.0304 6.1141 0.2 -0.2 0.0 0.000
H -23.2884 7.8673 8.1839 -0.6 1.1 -0.7 0.000
H -23.3475 9.6335 8.2938 -0.2 -0.1 -0.1 0.000
H -22.7413 9.8899 5.9359 0.3 -0.4 -0.3 0.000
H -22.6171 8.0897 5.6815 0.2 0.6 0.6 0.000
H -21.5191 9.0211 6.8502 -0.4 -0.4 -0.4 0.000
```
Forces are in eV/Å.